[1]
Below is C15H31MnNO2P2 as an isolated structure at a distorted geometry, with properties calculated with ωB97M-V/def2-TZVPD.

```
52
Properties=species:S:1:pos:R:3
C -1.6566 3.1558 1.1951
O 0.1168 0.8285 4.8881
H -0.3149 -3.9179 0.1445
H -1.4969 4.0611 0.5733
H -2.2985 3.4585 2.0451
H -0.9097 -4.2212 1.8012
C 2.1509 -3.0840 1.3579
Mn -0.7449 -0.0391 -1.2163
C 0.9447 0.7990 -3.1900
H 2.4186 -3.7908 2.1623
C 0.4436 -0.5916 0.9417
C 0.7668 0.9309 1.3340
C 0.2240 -2.0988 3.5512
H 1.4639 -1.1490 -3.8852
C 0.1870 1.4496 -2.0427
H 0.6761 -1.2418 4.0650
C 0.4202 -1.4344 -2.0053
H -1.4571 -2.4345 -1.6761
C -1.7191 -0.7168 -3.2371
H 1.6545 0.9640 1.9996
H -3.2031 0.8191 -2.4920
H 0.9787 4.5377 2.3235
C 1.0850 3.8060 1.5101
C -0.6761 -3.4265 1.0661
H 0.8193 2.1996 -1.5436
C 1.3577 -0.6625 -2.9040
H 0.3293 0.8472 -4.1132
H -0.8535 -2.0413 3.7569
H -2.6648 -1.2588 -3.5038
H -2.3441 1.3515 -3.8723
H 2.1027 3.3878 1.5232
P -0.1260 2.5141 1.8430
H 0.6586 -3.0363 3.9148
O -0.2276 2.4677 3.4027
H 0.9126 4.2979 0.5415
H 1.8826 1.3586 -3.4268
H -2.2400 2.4428 0.5867
H 2.3809 -0.6500 -2.4828
H 1.2541 -0.7860 0.1880
H -1.1137 -0.6576 -4.1743
H -1.6180 -2.9146 0.8147
H 1.0604 1.3111 0.3463
H -0.6187 -0.6851 0.6191
H 2.0871 -3.6380 0.4048
C -1.2442 1.6372 -2.0318
C -2.1672 0.8190 -2.8959
H 0.9603 -2.2225 -1.4618
H -1.5854 2.5238 -1.4917
P 0.5770 -2.2871 1.7886
C -0.9547 -1.6601 -2.3052
N -0.6197 1.0057 3.9999
H 2.9413 -2.3276 1.2632
```

The value obtained for the calculated total energy is -71529.1618 eV. The expectation value of S² is 9.06. The energy above the lowest of the compared OMol25 structures with the same formula, charge and spin comes out at 0.0 kcal per mole. As for the HOMO-LUMO gap (spin up / spin down): 3.884 / 5.145 eV. The calculation puts the HOMO energy (spin up / spin down) at -0.1396 / -0.1899 hartree. As for the spin multiplicity: 6. Its charge is 0.

[2]
Below is C15H31N2O2PSiW as an isolated structure at a distorted geometry, with properties calculated with ωB97M-V/def2-TZVPD.

```
53
Properties=species:S:1:pos:R:3
H -0.5792 -3.9427 -1.1605
H -0.1007 3.3726 -1.6474
H 1.9580 2.5049 1.3368
H -1.8750 -0.4456 -3.0091
H 3.2672 -3.2122 0.9186
H -1.8893 -2.5097 0.4434
H -4.3608 4.0420 -1.9238
H 0.3512 3.0587 0.9635
C -2.7129 1.5832 -0.2420
H 4.0650 -0.2676 1.6146
C 2.6823 -2.3749 1.3475
H 0.2302 2.5971 4.9363
H 3.1829 -2.0617 2.2682
H -0.1071 -3.6313 2.2771
O 2.5770 -1.4947 -0.9771
C -0.5725 -2.6624 2.5199
H -1.7389 -0.6838 1.8239
C 2.5339 -1.1657 0.3450
H -1.9733 -2.1612 -3.6211
H 3.9825 0.5410 0.1149
N 0.5513 3.0294 4.0726
C -2.2039 3.8893 -1.8237
C -1.3717 1.9844 -0.5573
H 2.0237 -1.4794 -3.4746
C 0.1555 -3.6230 -1.9114
C -1.7989 -1.5232 -2.7535
C -3.5187 3.4769 -1.5197
C -1.1282 3.1574 -1.3444
W 0.6069 -0.3857 -0.4662
H 0.6783 -0.3747 -4.0228
C 1.1111 3.0385 1.7354
P -0.0702 -1.8081 -2.1980
H 1.7334 -2.8036 1.6470
O 0.2682 1.0875 2.9738
H 0.8319 -1.0340 1.0280
Si -0.8503 -1.5591 1.0258
H -0.0257 -4.1946 -2.8402
H 2.6916 0.8251 1.3874
H -2.0045 4.7944 -2.4074
H 1.4325 4.0523 1.9717
C 0.9368 -1.4036 -3.7029
N -0.3737 1.1305 -0.4206
H -4.7941 2.0336 -0.4733
C 0.6171 2.2886 2.9359
H 0.0335 -2.1009 3.2470
H -2.4641 -1.7787 -1.8947
C -3.7739 2.3352 -0.7352
H -1.5316 -2.8476 3.0033
H 1.1802 -3.8349 -1.5513
H 1.0146 3.9160 4.1026
H 0.6770 -2.0905 -4.5457
C 3.3118 0.0641 0.8744
H -2.8661 0.6527 0.3093
```

The value obtained for the calculated total energy is -42121.6859 eV. The expectation value of S² is 2.01. The energy above the lowest of the compared OMol25 structures with the same formula, charge and spin comes out at 56.5 kcal per mole. As for the HOMO-LUMO gap (spin up / spin down): 6.978 / 6.042 eV. The calculation puts the HOMO energy (spin up / spin down) at -0.2348 / -0.2684 hartree. As for the spin multiplicity: 3. Its charge is 0.

[3]
Below is C15H31N4O6P2PtS2Se as an isolated structure, with properties calculated with ωB97M-V/def2-TZVPD.

```
62
Properties=species:S:1:pos:R:3
H 1.4900 -4.0863 -1.2381
C 1.1051 -2.4451 -3.7023
H -4.8321 -2.2839 -0.4064
C -0.1008 2.8662 0.9573
H -0.1540 4.7055 2.1000
H 2.7367 3.6569 1.1270
C 1.6535 1.0908 1.8416
Pt 0.6100 0.2522 -0.6474
N 1.7119 -0.0015 2.6344
C 3.0124 -3.1872 -2.4935
O -2.9003 -0.3623 -3.1233
H 0.5701 -1.4182 1.5979
H -0.1677 3.2478 3.0984
C 0.7306 -1.0818 2.6168
O -3.0503 -3.6146 0.1887
H -2.0497 3.8123 0.9413
S 0.8015 -4.1716 -3.5342
Se 2.9088 -0.2265 -0.6020
P -2.7855 0.3284 -1.6600
H -3.6955 -1.4100 1.5287
H -5.1181 -0.7321 -1.0968
H -2.0193 2.2487 0.1033
H 3.2418 -0.9257 3.8359
C -3.2964 -0.6112 0.8962
H -1.5450 -2.7515 -2.6596
H 1.1164 -1.8956 3.2273
C -3.1440 -1.0997 -0.5445
H -0.2170 -0.7444 3.0356
C 3.3583 2.7690 1.1311
C 0.4402 1.4002 1.0421
H 3.4265 2.3306 0.1261
O -1.3926 0.8384 -1.4584
C 2.0067 -4.2854 -2.1760
C 3.6493 0.9918 2.8268
P -2.1549 -2.6750 -0.5492
S 0.0521 -1.4146 -4.4805
O -2.2670 -3.1083 -2.1110
O -3.9837 1.1945 -1.4877
N 2.8165 1.7552 2.0247
H 1.3563 3.6080 -0.5206
H -2.0197 -0.6659 -3.4523
N -4.5087 -1.5509 -1.0367
H -2.3036 -0.3525 1.2749
H 3.4549 -2.7806 -1.5835
H 4.3490 3.0352 1.4946
C -1.6372 2.7967 0.9689
H -1.9951 2.3145 1.8857
N 2.2591 -2.1175 -3.1409
H 2.4621 -5.2729 -2.1596
C 0.2708 3.7009 2.2016
H -3.9281 0.2806 0.9453
H 1.3421 3.8118 2.3879
H -0.3484 0.8353 1.5587
H -0.1443 3.0106 -1.1853
H 2.3912 -1.1608 -2.7973
C 0.2864 3.5644 -0.3501
H 3.7930 -3.5488 -3.1680
C 2.9627 -0.0947 3.2083
H -0.1131 4.5895 -0.3575
O -0.7700 -2.3063 -0.1638
H -4.3819 -1.9563 -1.9650
H 4.6581 1.3039 3.0444
```

The value obtained for the calculated total energy is -143152.9069 eV. The energy above the lowest of the compared OMol25 structures with the same formula, charge and spin comes out at 0.0 kcal per mole. As for the HOMO-LUMO gap: 5.840 eV. The calculation puts the HOMO energy at -0.1216 hartree. As for the spin multiplicity: 1. Its charge is -1.

- What is the calculated total energy in the first record?
  -71529.1618 eV